DFT (wB97M-V/def2-TZVPD) results for 8 unconnected molecules or ions with the total composition H16O8 in a non-equilibrium geometry.

```
24
Properties=species:S:1:pos:R:3
O 19.04 -14.34 2.99
H 19.65 -13.78 2.51
H 18.51 -13.73 3.51
O 19.88 -9.99 6.25
H 18.98 -10.17 6.51
H 20.04 -9.10 6.57
O 21.43 -13.17 3.84
H 21.43 -12.28 4.19
H 21.23 -13.72 4.60
O 17.83 -13.52 5.44
H 17.90 -12.87 6.13
H 18.67 -13.98 5.46
O 16.81 -11.82 3.32
H 16.72 -11.08 3.92
H 16.72 -12.59 3.88
O 20.82 -14.89 5.86
H 21.71 -14.73 6.15
H 20.90 -15.53 5.16
O 17.89 -16.94 3.63
H 18.59 -16.29 3.59
H 17.13 -16.51 3.25
O 17.67 -11.48 7.16
H 16.78 -11.15 7.02
H 17.70 -11.74 8.08
```

Computed properties:
LUMO (spin up / spin down): 2.7 / 2.7 eV
energy above the lowest of the compared OMol25 structures with the same formula, charge and spin: 2.68 kcal per mole
charge: -1
⟨S²⟩: 0.750
total energy: -611.50182 a.u.
spin multiplicity: 2
Kohn-Sham gap (spin up / spin down): 2.6 / 10.4 eV

Atomic partial charges in e from the Mulliken method, atoms 1 to 6: O -0.648; H 0.264; H 0.380; O -1.091; H 0.218; H 0.436